(1)
{"formula": "C40H41N4", "method": "ωB97M-V/def2-TZVPD", "charge": 1, "e_above_lowest_kcal_mol": 5.37, "e_lumo_ev": -4.94, "orbital_gap_ev": 3.98, "elements": ["C", "C", "C", "C", "C", "C", "C", "C", "C", "C", "C", "C", "C", "C", "C", "C", "C", "H", "H", "H", "H", "H", "H", "H", "H", "H", "H", "H", "H", "H", "H", "H", "H", "H", "C", "C", "C", "C", "C", "N", "C", "C", "N", "C", "C", "N", "C", "C", "C", "C", "C", "C", "C", "C", "C", "N", "C", "C", "C", "C", "C", "H", "H", "H", "H", "H", "H", "H", "H", "H", "H", "H", "H", "H", "H", "H", "H", "H", "H", "H", "H", "H", "H", "H", "H"], "positions_angstrom": [[5.533, -3.987, -3.088], [4.235, -3.237, -3.007], [4.229, -1.834, -2.955], [3.041, -1.128, -2.813], [1.790, -1.794, -2.683], [0.546, -1.092, -2.481], [-0.669, -1.666, -2.867], [-1.943, -1.096, -2.854], [-3.171, -1.832, -2.961], [-4.419, -1.147, -3.033], [-5.625, -1.830, -3.073], [-5.657, -3.232, -3.074], [-6.975, -3.952, -3.081], [-4.441, -3.931, -3.058], [-3.225, -3.259, -3.001], [1.818, -3.214, -2.819], [3.008, -3.912, -2.973], [5.357, -5.068, -3.099], [6.115, -3.725, -3.984], [6.167, -3.757, -2.220], [5.181, -1.307, -3.050], [3.041, -0.038, -2.832], [0.570, -0.092, -2.046], [-0.618, -2.683, -3.265], [-2.016, -0.010, -2.791], [-4.408, -0.057, -3.041], [-6.572, -1.287, -3.088], [-6.824, -5.038, -3.081], [-7.585, -3.694, -2.203], [-7.574, -3.691, -3.966], [-4.472, -5.024, -3.072], [-2.295, -3.826, -2.966], [0.884, -3.776, -2.805], [2.994, -5.000, -3.083], [1.774, 6.847, -2.084], [0.421, 6.757, -2.437], [-0.465, 6.070, -1.613], [-0.002, 5.451, -0.451], [-1.032, 4.732, 0.381], [-0.453, 3.973, 1.489], [-0.855, 4.447, 2.790], [0.079, 3.982, 3.872], [0.430, 2.603, 3.699], [0.728, 1.890, 4.907], [1.704, 0.774, 4.657], [1.383, 0.039, 3.459], [1.993, -1.286, 3.387], [0.978, -2.399, 3.360], [1.474, -3.685, 3.143], [0.607, -4.771, 3.113], [-0.765, -4.574, 3.321], [-1.261, -3.289, 3.561], [-0.387, -2.193, 3.593], [0.918, 0.673, 2.337], [0.874, 0.075, 1.049], [0.498, 0.756, -0.035], [0.123, 2.035, 0.068], [0.031, 2.701, 1.320], [0.461, 2.005, 2.476], [1.341, 5.559, -0.074], [2.233, 6.251, -0.905], [2.469, 7.385, -2.727], [0.049, 7.220, -3.349], [-1.532, 5.985, -1.837], [-1.706, 5.472, 0.840], [-1.651, 4.079, -0.253], [-0.859, 5.543, 2.744], [-1.874, 4.090, 3.025], [0.985, 4.612, 3.883], [-0.423, 4.074, 4.838], [1.173, 2.602, 5.605], [-0.197, 1.488, 5.356], [2.720, 1.202, 4.578], [1.677, 0.057, 5.487], [2.661, -1.357, 2.515], [2.619, -1.384, 4.286], [2.554, -3.787, 2.999], [1.008, -5.766, 2.930], [-1.445, -5.424, 3.301], [-2.324, -3.119, 3.729], [-0.764, -1.187, 3.800], [1.169, -0.965, 0.900], [-0.125, 2.548, -0.863], [1.686, 5.107, 0.861], [3.281, 6.315, -0.615]], "forces_ev_per_a": [[0.1, -0.2, 0.0], [-0.1, 0.2, 0.0], [-0.3, 0.1, -0.1], [-0.3, 0.1, 0.3], [0.6, -0.9, -0.2], [-0.4, -0.1, -1.1], [0.0, -0.4, 0.0], [0.5, -0.1, 0.2], [-0.7, -0.5, -0.5], [0.3, 0.0, 0.1], [0.2, 0.1, 0.0], [0.1, 0.3, 0.0], [-0.1, -0.3, 0.0], [0.3, 0.1, 0.1], [-0.1, 0.3, 0.1], [0.0, 0.2, -0.1], [-0.2, 0.1, 0.0], [0.1, 0.2, 0.0], [-0.2, 0.0, 0.2], [-0.2, 0.0, -0.2], [-0.4, -0.1, 0.1], [0.1, -0.2, 0.2], [0.0, -0.1, 0.0], [-0.1, 0.3, 0.3], [-0.1, -0.1, 0.3], [-0.1, -0.2, 0.0], [0.3, -0.1, 0.0], [-0.1, 0.2, 0.0], [0.3, 0.0, -0.2], [0.2, 0.0, 0.2], [0.1, 0.4, 0.0], [-0.3, 0.1, 0.0], [0.3, 0.1, 0.2], [0.0, 0.4, 0.1], [-0.1, -0.2, 0.2], [0.0, 0.0, 0.1], [0.4, -0.1, 0.1], [0.2, 0.3, -0.1], [0.2, -0.5, 0.7], [-0.2, 1.0, -0.6], [-0.5, -0.1, 0.0], [0.4, 0.3, 0.0], [0.0, 0.2, 0.4], [-0.4, -0.2, 0.2], [0.5, 0.0, -0.1], [0.3, -1.2, 0.5], [-0.3, 0.8, 0.0], [-0.2, -0.3, 0.1], [-0.4, 0.1, -0.1], [-0.1, 0.1, 0.1], [0.1, 0.2, 0.0], [0.4, 0.1, 0.0], [0.1, -0.3, -0.1], [-0.1, 0.4, -1.0], [0.0, 0.6, 0.7], [0.1, 0.2, 0.0], [-0.1, 0.1, 0.9], [0.1, -1.0, -0.3], [0.0, -0.6, -1.1], [-0.1, 0.1, -0.3], [-0.4, 0.0, 0.0], [-0.2, -0.1, 0.1], [0.2, 0.0, 0.2], [0.4, 0.1, -0.2], [0.1, -0.2, -0.3], [0.1, 0.1, 0.1], [-0.1, -0.3, 0.2], [0.1, 0.2, 0.0], [-0.2, -0.1, 0.1], [0.1, 0.2, 0.0], [-0.1, -0.1, 0.1], [0.2, 0.1, 0.0], [-0.1, -0.1, 0.2], [0.1, 0.3, 0.0], [-0.1, 0.0, 0.2], [-0.1, -0.1, -0.3], [-0.4, -0.2, 0.0], [-0.2, 0.1, 0.1], [0.1, 0.2, 0.0], [0.2, -0.2, 0.0], [0.2, -0.4, -0.2], [-0.1, 0.3, 0.1], [0.0, -0.1, 0.3], [-0.1, 0.1, -0.4], [-0.2, 0.1, -0.1]], "lowdin_charge": [-0.038, -0.246, -0.021, 0.008, -0.194, 0.064, -0.058, 0.063, -0.200, 0.002, -0.021, -0.240, -0.036, -0.015, 0.012, -0.002, -0.020, 0.082, 0.096, 0.095, 0.126, 0.126, 0.095, 0.093, 0.135, 0.121, 0.127, 0.083, 0.098, 0.097, 0.122, 0.112, 0.107, 0.122, -0.089, -0.082, -0.055, -0.217, -0.129, -0.107, -0.143, -0.139, -0.079, -0.140, -0.141, -0.109, -0.127, -0.218, -0.054, -0.084, -0.092, -0.078, -0.029, -0.140, -0.090, -0.001, -0.092, -0.139, -0.081, -0.029, -0.077, 0.102, 0.104, 0.116, 0.131, 0.125, 0.133, 0.137, 0.136, 0.129, 0.129, 0.136, 0.138, 0.133, 0.128, 0.132, 0.117, 0.103, 0.100, 0.103, 0.113, 0.104, 0.102, 0.112, 0.103]}

=====

(2)
{"formula": "C40H42AsCl5MnN4PS2", "method": "ωB97M-V/def2-TZVPD", "s2": 0.78, "charge": 1, "e_above_lowest_kcal_mol": 0.00, "e_lumo_ev": [-2.26, -2.03], "multiplicity": 2, "orbital_gap_ev": [8.29, 8.44], "elements": ["Mn", "Cl", "C", "C", "C", "Cl", "C", "Cl", "C", "Cl", "C", "Cl", "S", "C", "N", "C", "C", "N", "H", "H", "H", "H", "H", "H", "C", "C", "N", "C", "S", "N", "C", "C", "H", "H", "H", "H", "H", "H", "H", "H", "H", "H", "H", "H", "C", "C", "As", "C", "C", "C", "C", "C", "C", "C", "C", "C", "C", "C", "C", "P", "C", "C", "C", "C", "C", "C", "C", "C", "C", "C", "C", "C", "H", "H", "H", "H", "H", "H", "H", "H", "H", "H", "H", "H", "H", "H", "H", "H", "H", "H", "H", "H", "H", "H", "H", "H"], "positions_angstrom": [[1.718, 0.101, 0.392], [1.219, -1.337, 3.745], [1.675, 0.327, 3.512], [1.894, 0.763, 2.217], [2.258, 2.077, 2.085], [2.356, 2.464, 0.343], [2.406, 3.001, 3.099], [2.803, 4.637, 2.770], [2.173, 2.528, 4.393], [2.307, 3.604, 5.723], [1.805, 1.188, 4.598], [1.493, 0.632, 6.193], [2.008, -1.068, -1.778], [1.828, -2.666, -1.164], [2.838, -3.446, -0.780], [2.348, -4.674, -0.157], [0.868, -4.690, -0.591], [0.675, -3.317, -1.042], [3.692, -2.986, -0.489], [2.462, -4.619, 0.927], [2.893, -5.539, -0.530], [0.189, -4.926, 0.227], [0.695, -5.391, -1.409], [-0.175, -2.963, -1.456], [5.293, 2.294, -2.468], [5.980, 1.238, -1.622], [5.027, 0.459, -0.839], [4.864, 0.330, 0.475], [3.962, -1.021, 1.071], [5.321, 1.196, 1.375], [5.841, 2.553, 1.212], [7.336, 2.653, 1.444], [6.024, 2.848, -3.055], [4.741, 3.001, -1.849], [4.586, 1.837, -3.162], [6.721, 1.675, -0.956], [6.521, 0.529, -2.254], [4.467, -0.210, -1.356], [5.167, 0.880, 2.321], [5.306, 3.170, 1.938], [5.542, 2.923, 0.233], [7.593, 2.350, 2.459], [7.663, 3.683, 1.312], [7.902, 2.021, 0.760], [-1.624, -1.124, 0.421], [-3.139, -0.957, 0.462], [-3.962, -2.656, -0.148], [-3.122, -2.622, -1.913], [-3.296, -1.569, -2.807], [-2.624, -1.562, -4.019], [-1.770, -2.606, -4.352], [-1.594, -3.662, -3.473], [-2.275, -3.671, -2.259], [-5.720, -1.983, -0.639], [-6.265, -0.843, -0.061], [-7.539, -0.418, -0.414], [-8.275, -1.126, -1.349], [-7.738, -2.269, -1.926], [-6.470, -2.698, -1.570], [-0.632, 0.385, 0.572], [-1.124, 1.193, 2.118], [-1.625, 0.439, 3.174], [-1.843, 1.019, 4.417], [-1.557, 2.359, 4.615], [-1.048, 3.119, 3.568], [-0.830, 2.541, 2.330], [-1.304, 1.433, -0.765], [-0.870, 1.204, -2.068], [-1.396, 1.931, -3.125], [-2.369, 2.892, -2.897], [-2.825, 3.113, -1.604], [-2.301, 2.386, -0.548], [-1.345, -1.494, -0.568], [-1.264, -1.852, 1.155], [-3.450, -0.148, -0.202], [-3.498, -0.725, 1.465], [-3.962, -0.751, -2.558], [-2.770, -0.740, -4.707], [-1.253, -2.599, -5.302], [-0.944, -4.486, -3.739], [-2.153, -4.513, -1.582], [-5.709, -0.273, 0.674], [-7.954, 0.470, 0.043], [-9.265, -0.793, -1.626], [-8.310, -2.829, -2.654], [-6.065, -3.593, -2.030], [-1.828, -0.617, 3.048], [-2.224, 0.417, 5.230], [-1.720, 2.811, 5.583], [-0.810, 4.163, 3.721], [-0.405, 3.142, 1.534], [-0.118, 0.450, -2.272], [-1.045, 1.741, -4.130], [-2.776, 3.462, -3.721], [-3.595, 3.848, -1.417], [-2.688, 2.554, 0.447]], "forces_ev_per_a": [[0.3, -1.4, -0.2], [0.0, 0.1, 0.0], [0.1, 0.0, 0.0], [-0.3, 0.4, 0.5], [0.0, 0.1, -0.3], [0.1, 0.3, 0.2], [0.0, -0.2, 0.1], [0.0, 0.0, 0.0], [0.0, 0.0, -0.1], [0.0, 0.0, 0.0], [0.0, 0.1, 0.0], [0.0, 0.0, 0.0], [-0.3, 0.0, 0.0], [0.1, 0.1, -0.2], [0.0, 0.2, 0.0], [0.0, -0.1, 0.0], [0.0, -0.1, 0.0], [0.2, 0.3, 0.1], [0.1, 0.0, 0.0], [0.0, 0.0, 0.0], [0.0, 0.0, 0.1], [0.0, 0.0, 0.0], [0.0, 0.0, 0.0], [0.0, -0.1, -0.1], [0.0, 0.1, -0.1], [0.1, 0.0, 0.1], [-0.1, -0.2, 0.0], [0.0, 0.2, 0.0], [-0.1, 0.1, 0.0], [0.1, -0.2, 0.0], [-0.2, 0.1, 0.0], [0.1, 0.0, 0.0], [0.0, 0.0, 0.0], [0.0, 0.0, 0.0], [0.0, 0.0, 0.0], [-0.1, 0.0, -0.1], [0.0, 0.1, 0.0], [0.1, 0.0, 0.0], [0.0, 0.1, 0.0], [0.1, 0.0, 0.0], [0.0, 0.0, 0.0], [0.0, 0.0, 0.0], [0.0, 0.0, 0.0], [0.0, 0.0, 0.0], [-0.2, -0.2, 0.1], [0.0, -0.1, 0.0], [0.0, 0.0, 0.2], [-0.1, -0.1, 0.0], [0.0, 0.0, 0.0], [0.0, 0.0, 0.0], [0.0, 0.0, 0.0], [0.0, 0.0, 0.0], [0.0, -0.1, 0.0], [0.1, 0.0, -0.1], [0.0, 0.0, 0.0], [0.0, 0.0, 0.0], [0.0, 0.0, 0.0], [0.0, 0.0, 0.0], [0.0, 0.0, 0.0], [0.4, 0.7, -0.1], [-0.1, -0.1, 0.1], [-0.1, 0.0, 0.0], [0.0, 0.0, 0.0], [0.0, 0.0, 0.0], [0.0, 0.0, 0.0], [0.0, 0.0, 0.0], [-0.2, 0.0, 0.1], [0.2, 0.0, 0.0], [0.0, 0.0, 0.0], [0.0, 0.0, 0.0], [0.0, 0.0, -0.1], [0.0, -0.1, 0.0], [0.1, 0.0, 0.0], [0.0, 0.0, 0.0], [0.0, 0.0, 0.0], [0.0, 0.0, 0.0], [0.0, 0.0, 0.0], [0.0, 0.0, 0.0], [0.0, 0.0, 0.0], [0.0, 0.0, 0.0], [0.0, 0.0, 0.0], [0.0, 0.0, 0.0], [0.0, 0.0, 0.0], [0.0, 0.0, 0.0], [0.0, 0.0, 0.0], [0.0, 0.0, 0.0], [0.0, 0.0, 0.0], [0.0, 0.0, 0.0], [0.0, 0.0, 0.0], [0.0, 0.0, 0.0], [0.0, 0.0, -0.1], [0.0, 0.0, 0.1], [0.0, 0.0, 0.0], [0.0, 0.0, 0.0], [0.0, 0.0, 0.0], [0.0, 0.0, 0.1]], "lowdin_spin": [0.997, -0.001, 0.002, -0.022, 0.002, -0.002, -0.002, -0.001, 0.006, 0.002, -0.002, -0.001, 0.013, 0.001, 0.000, 0.000, 0.000, 0.000, 0.000, 0.000, 0.000, 0.000, 0.000, 0.000, 0.000, 0.000, 0.003, 0.002, -0.003, 0.001, 0.000, 0.000, 0.000, 0.000, 0.000, 0.000, 0.000, 0.000, 0.000, 0.000, 0.000, 0.000, 0.000, 0.000, -0.003, -0.001, 0.000, 0.000, 0.000, 0.000, 0.000, 0.000, 0.000, 0.000, 0.000, 0.000, 0.000, 0.000, 0.000, 0.002, -0.001, -0.001, 0.000, -0.001, 0.000, -0.001, 0.007, 0.002, 0.000, 0.000, 0.001, 0.001, 0.000, 0.000, 0.000, 0.000, 0.000, 0.000, 0.000, 0.000, 0.000, 0.000, 0.000, 0.000, 0.000, 0.000, 0.000, 0.000, 0.000, 0.000, 0.000, 0.001, 0.000, 0.000, 0.000, 0.000]}